one) CH2O3P2 | wB97M-V/def2-TZVPD

The geometry in XYZ format:
```
8
Properties=species:S:1:pos:R:3
C -2.552 -1.293 -0.125
O -1.824 -2.059 0.305
O -4.141 1.028 -0.623
O -1.659 0.474 -0.152
P -3.345 0.333 0.357
P -0.200 0.880 0.531
H 0.446 0.914 -0.716
H 0.211 -0.450 0.765
```

Its total charge is 0. The value obtained for the HOMO energy is -9.46 eV. Its spin multiplicity is 1.

---

two) CH2O3P2 | wB97M-V/def2-TZVPD

The geometry in XYZ format:
```
8
Properties=species:S:1:pos:R:3
C 0.216 0.016 -0.091
O 3.104 -1.183 -0.940
O 2.602 0.479 0.913
O 1.779 2.475 -0.485
P 2.313 -1.265 0.236
P 1.510 1.204 0.144
H -0.546 0.415 -0.698
H -0.323 -0.006 0.801
```

Its total charge is 0. The value obtained for the HOMO energy is -10.03 eV. Its spin multiplicity is 1.

---

Most favorable structure: two). The second most favorable one is 1.245 eV above it.

---

one) C5H17N2O | wB97M-V/def2-TZVPD

The geometry in XYZ format:
```
25
Properties=species:S:1:pos:R:3
C -1.872 1.777 0.837
C -0.878 0.710 0.393
C -0.249 -0.062 1.536
C 0.051 -1.514 1.138
C 2.254 -2.049 0.108
N 0.903 -1.537 -0.048
N 0.201 1.257 -0.524
H -1.601 2.233 1.794
H -2.791 1.225 1.075
H -2.069 2.555 0.111
H -1.405 0.026 -0.270
H -1.042 -0.113 2.300
H 0.576 0.493 1.982
H 0.534 -1.995 1.990
H -0.934 -1.899 0.871
H 2.374 -3.104 0.386
H 2.792 -1.823 -0.810
H 2.775 -1.471 0.875
H 0.476 -1.892 -0.899
H 0.887 0.483 -0.553
H 0.632 2.153 -0.262
H -0.141 1.292 -1.510
H 0.052 1.659 -3.634
H -1.211 0.759 -3.630
O -0.315 0.836 -3.258
```

As for the expectation value of S²: 0.751. Its total charge is 0. The value obtained for the HOMO energy (alpha / beta) is -2.66 / -9.50 eV. Its spin multiplicity is 2.

---

two) C5H17N2O | wB97M-V/def2-TZVPD

The geometry in XYZ format:
```
25
Properties=species:S:1:pos:R:3
C -0.650 -0.588 1.490
N 0.176 0.607 1.748
C 1.313 0.258 2.600
C -1.308 -0.485 0.113
N -0.291 -0.629 -0.878
C 0.467 3.680 -3.875
C -2.365 -1.600 -0.050
H -1.460 -0.693 2.210
H -0.011 -1.477 1.452
H 0.576 0.759 0.824
H 0.976 -0.028 3.599
H 1.930 -0.554 2.203
H 1.957 1.130 2.721
H -1.836 0.470 -0.027
H -0.624 -0.459 -1.832
H 0.596 3.528 -2.806
H 0.794 2.826 -4.450
H -0.574 3.968 -4.038
H 1.040 4.586 -4.091
H -3.015 -1.613 0.821
H -2.947 -1.470 -0.961
H -1.822 -2.542 -0.125
H 2.562 -2.100 -0.948
H 1.240 -1.268 -0.629
O 2.096 -1.617 -0.264
```

As for the expectation value of S²: 0.754. Its total charge is 0. The value obtained for the HOMO energy (alpha / beta) is -9.03 / -9.02 eV. Its spin multiplicity is 2.

---

Most favorable structure: two). The second most favorable one is 1.212 eV above it.

---

one) C7H13NP | wB97M-V/def2-TZVPD

The geometry in XYZ format:
```
22
Properties=species:S:1:pos:R:3
C 0.125 -0.864 -1.883
C 0.295 -0.219 -0.738
C -2.729 0.112 -2.679
C 1.920 -0.979 2.472
C 0.571 0.970 1.964
C 1.187 -0.659 0.215
C -0.566 1.026 -0.876
N 1.276 -0.197 1.487
P -0.904 0.433 -2.596
H 0.656 -1.757 -2.132
H -3.163 0.992 -2.967
H -3.195 -0.223 -1.643
H 2.621 -1.456 1.805
H 2.215 -0.462 3.356
H 1.240 -1.772 2.926
H -0.449 0.949 1.647
H 0.657 1.214 3.025
H 0.938 1.840 1.485
H 1.852 -1.445 -0.106
H -3.019 -0.537 -3.612
H -1.521 1.106 -0.381
H -0.010 1.926 -0.767
```

Its total charge is +1. The value obtained for the HOMO energy is -12.35 eV. Its spin multiplicity is 1.

---

two) C7H13NP | wB97M-V/def2-TZVPD

The geometry in XYZ format:
```
22
Properties=species:S:1:pos:R:3
C -0.721 -1.757 -1.286
C -0.283 -0.721 -0.529
C -1.845 -0.375 -3.216
C 0.711 -0.232 3.068
C 1.477 1.090 1.287
C -0.002 -0.841 0.823
C 0.229 0.226 -1.596
N 0.639 -0.032 1.604
P -0.200 -1.120 -2.910
H -1.297 -2.625 -0.905
H -1.823 0.341 -4.066
H -2.253 0.086 -2.410
H 1.651 0.154 3.496
H -0.019 0.559 3.601
H 0.670 -1.250 3.386
H 1.464 1.249 0.256
H 0.897 1.958 1.728
H 2.552 0.979 1.587
H -0.475 -1.627 1.320
H -2.521 -1.164 -3.409
H -0.317 1.192 -1.810
H 1.349 0.447 -1.445
```

Its total charge is +1. The value obtained for the HOMO energy is -13.37 eV. Its spin multiplicity is 1.

---

Most favorable structure: two). The second most favorable one is 0.172 eV above it.

---

one) C43H59AsGe2N2O4S2Sc | wB97M-V/def2-TZVPD

The geometry in XYZ format:
```
114
Properties=species:S:1:pos:R:3
Sc -1.432 -0.255 0.161
C 1.456 -2.822 2.579
C 0.143 -2.173 3.011
Ge 0.186 -0.187 2.628
C -1.016 0.910 3.806
C -0.471 2.330 3.940
C 1.949 0.310 3.312
C 2.796 0.672 2.346
Ge 1.835 0.406 0.600
C 3.081 -0.778 -0.467
C 4.248 -0.017 -1.093
C 1.506 3.236 0.743
C 2.288 4.356 0.083
C 4.188 1.113 2.530
C 4.951 0.695 3.623
C 6.246 1.154 3.796
C 6.804 2.040 2.883
C 6.058 2.463 1.793
C 4.764 1.999 1.620
H 1.451 -3.893 2.791
H 2.304 -2.373 3.095
H 1.618 -2.698 1.504
H -0.003 -2.273 4.089
H -0.686 -2.668 2.502
H -1.022 0.406 4.776
H -2.026 0.941 3.402
H 0.533 2.330 4.363
H -1.116 2.927 4.586
H -0.423 2.819 2.965
H 2.212 0.334 4.371
H 2.516 -1.272 -1.249
H 3.434 -1.524 0.248
H 3.901 0.847 -1.666
H 4.779 -0.677 -1.782
H 4.955 0.326 -0.344
H 1.893 3.046 1.750
H 0.452 3.523 0.828
H 3.350 4.114 0.036
H 2.170 5.273 0.663
H 1.925 4.530 -0.931
H 4.527 -0.003 4.335
H 6.826 0.820 4.647
H 7.816 2.394 3.022
H 6.486 3.153 1.077
H 4.168 2.331 0.778
C 1.218 5.959 -4.640
C 1.037 4.590 -4.045
C 0.006 4.329 -3.143
C -0.159 3.067 -2.599
C 0.694 2.043 -2.980
C 1.729 2.278 -3.869
C 1.892 3.549 -4.397
S 0.591 0.447 -2.152
O 0.993 -0.581 -3.146
O 1.577 2.062 -0.056
N -1.018 0.300 -1.819
C -1.932 0.182 -2.855
C -1.682 0.455 -4.189
C -2.690 0.370 -5.160
C -3.958 -0.014 -4.833
C -4.246 -0.365 -3.499
C -5.521 -0.819 -3.105
C -5.725 -1.210 -1.814
C -4.656 -1.141 -0.913
N -3.456 -0.686 -1.212
C -3.236 -0.286 -2.505
H 0.681 6.714 -4.068
H 0.839 5.982 -5.663
H 2.273 6.231 -4.675
H -0.669 5.127 -2.857
H -0.946 2.872 -1.884
H 2.386 1.467 -4.158
H 2.701 3.737 -5.093
H -0.691 0.744 -4.496
H -2.449 0.622 -6.184
H -4.742 -0.069 -5.576
H -6.315 -0.857 -3.840
H -6.686 -1.570 -1.476
H -4.814 -1.488 0.096
C -2.534 2.596 0.789
O -1.937 1.338 0.919
H -1.996 3.351 1.371
H -3.569 2.579 1.145
H -2.552 2.925 -0.256
C -4.640 -0.167 2.229
As -3.077 -1.353 2.160
C -3.093 -1.722 4.091
C -3.881 -3.102 1.716
H -5.546 -0.719 2.476
H -4.771 0.371 1.294
H -4.453 0.568 3.012
H -4.113 -2.003 4.349
H -2.807 -0.847 4.667
H -2.424 -2.546 4.331
H -4.927 -3.135 2.020
H -3.333 -3.865 2.269
H -3.801 -3.330 0.654
C -0.835 -3.098 -2.686
S 0.192 -2.796 -1.239
O -0.719 -2.062 -0.243
C 0.216 -4.469 -0.612
C 1.445 -5.109 -0.568
C 1.506 -6.428 -0.140
C 0.346 -7.082 0.246
C -0.877 -6.421 0.225
C -0.947 -5.107 -0.206
H -1.874 -3.197 -2.373
H -0.474 -4.010 -3.156
H -0.698 -2.249 -3.352
H 2.343 -4.578 -0.865
H 2.458 -6.940 -0.103
H 0.394 -8.113 0.570
H -1.777 -6.933 0.539
H -1.890 -4.575 -0.217
```

Its total charge is +1. The value obtained for the HOMO energy is -10.18 eV. Its spin multiplicity is 1.

---

two) C43H59AsGe2N2O4S2Sc | wB97M-V/def2-TZVPD

The geometry in XYZ format:
```
114
Properties=species:S:1:pos:R:3
Sc -0.181 0.226 0.449
C 3.849 -3.384 0.007
C 2.987 -2.119 0.083
Ge 1.427 -2.185 -1.075
C 0.570 -3.929 -0.821
C 1.346 -5.034 -1.563
C 2.053 -2.336 -2.889
C 1.598 -1.359 -3.681
Ge 0.632 -0.084 -2.533
C -1.255 0.176 -3.007
C -1.600 0.635 -4.429
C 1.814 1.470 -2.611
C 1.516 2.532 -3.679
C 1.948 -1.222 -5.131
C 2.864 -2.092 -5.730
C 3.187 -1.978 -7.073
C 2.611 -0.979 -7.853
C 1.708 -0.101 -7.275
C 1.383 -0.230 -5.929
H 4.782 -3.232 0.553
H 4.116 -3.637 -1.024
H 3.350 -4.250 0.446
H 3.555 -1.249 -0.244
H 2.668 -1.930 1.110
H -0.428 -3.897 -1.222
H 0.494 -4.136 0.251
H 1.355 -4.855 -2.641
H 0.860 -5.999 -1.396
H 2.380 -5.131 -1.239
H 2.697 -3.141 -3.259
H -1.660 0.883 -2.286
H -1.721 -0.791 -2.807
H -1.092 1.564 -4.703
H -2.676 0.822 -4.503
H -1.348 -0.119 -5.173
H 2.803 1.033 -2.766
H 1.832 1.904 -1.615
H 1.709 2.161 -4.685
H 2.162 3.403 -3.531
H 0.481 2.886 -3.646
H 3.339 -2.868 -5.140
H 3.892 -2.671 -7.515
H 2.869 -0.889 -8.900
H 1.256 0.684 -7.869
H 0.673 0.451 -5.490
C 4.114 0.639 7.190
C 2.985 0.644 6.190
C 1.865 1.454 6.399
C 0.817 1.477 5.498
C 0.896 0.673 4.362
C 1.987 -0.161 4.139
C 3.028 -0.161 5.054
S -0.433 0.683 3.232
O -0.114 1.648 2.136
O -1.625 0.988 3.969
N -0.442 -0.660 2.398
C -1.073 -1.822 2.913
C -1.147 -2.229 4.214
C -1.845 -3.418 4.548
C -2.477 -4.154 3.594
C -2.462 -3.712 2.246
C -3.201 -4.334 1.212
C -3.210 -3.786 -0.033
C -2.456 -2.616 -0.262
N -1.730 -2.026 0.649
C -1.741 -2.558 1.910
H 3.740 0.452 8.198
H 4.616 1.610 7.208
H 4.856 -0.121 6.952
H 1.812 2.069 7.292
H -0.061 2.087 5.673
H 2.003 -0.814 3.273
H 3.887 -0.804 4.887
H -0.689 -1.644 5.002
H -1.882 -3.729 5.585
H -3.021 -5.057 3.852
H -3.778 -5.224 1.434
H -3.779 -4.225 -0.842
H -2.457 -2.161 -1.247
C 2.758 1.050 1.056
O 1.699 0.451 0.360
H 3.356 0.295 1.568
H 2.408 1.758 1.806
H 3.423 1.571 0.363
C -4.077 -0.011 1.806
As -3.090 0.350 0.159
C -4.333 -0.582 -1.014
C -3.811 2.131 -0.155
H -5.087 0.369 1.686
H -3.601 0.466 2.659
H -4.116 -1.086 1.986
H -5.288 -0.073 -0.919
H -4.453 -1.612 -0.694
H -4.010 -0.557 -2.051
H -4.890 2.100 -0.034
H -3.563 2.481 -1.156
H -3.396 2.826 0.570
C 1.104 4.051 0.367
S -0.222 3.598 -0.736
O -0.571 2.142 -0.451
C -1.471 4.617 -0.020
C -1.912 5.673 -0.804
C -2.850 6.554 -0.278
C -3.341 6.353 1.003
C -2.893 5.281 1.773
C -1.943 4.409 1.272
H 0.876 3.648 1.352
H 1.131 5.141 0.382
H 2.039 3.649 -0.015
H -1.527 5.809 -1.810
H -3.195 7.391 -0.871
H -4.077 7.037 1.409
H -3.285 5.127 2.772
H -1.579 3.582 1.866
```

Its total charge is +1. The value obtained for the HOMO energy is -10.21 eV. Its spin multiplicity is 1.

---

Most favorable structure: two). The second most favorable one is 0.113 eV above it.